1.
Entry from OMol25: a molecular structure, C33H57Cl23N2O8S3 at a distorted geometry (ωB97M-V with the def2-TZVPD basis set).

Structure (XYZ):
```
126
Properties=species:S:1:pos:R:3:mulliken_charge:R:1
C -1.517 -4.145 -0.724 -0.51
C -1.989 -3.927 -2.129 -0.18
C -1.638 -2.560 -3.000 0.70
O -2.711 -1.865 -3.469 -0.53
O -0.242 -2.166 -3.253 -0.17
C 0.020 -0.827 -2.692 0.15
C 1.364 -0.139 -3.412 -0.26
C 1.295 1.522 -3.349 -0.25
C 1.986 2.080 -1.937 -0.51
C 1.115 3.257 -1.199 -0.71
C -0.172 2.731 -0.331 0.55
C -1.636 3.197 -0.901 0.19
Cl -1.843 4.841 -1.732 -0.07
O -1.890 2.217 -2.009 -0.13
S -3.592 2.120 -2.299 0.93
O -4.234 3.135 -3.289 -0.54
O -4.195 0.775 -2.770 -0.50
O -4.029 2.712 -0.751 -0.37
C -2.912 3.092 0.176 0.46
C -2.757 1.736 1.083 -0.58
C -1.978 1.938 2.512 -0.91
C -0.656 0.989 2.711 -0.09
S 0.373 1.745 4.124 -0.19
C 2.172 1.877 3.618 -0.02
S 2.738 3.459 3.192 -0.14
N 3.187 0.757 3.576 0.07
C 3.626 0.407 2.172 -0.41
C 2.969 -0.962 1.555 0.10
O 2.906 -2.098 2.505 -0.46
C 1.960 -1.606 3.556 1.12
C 2.772 -0.449 4.387 -0.57
C -3.485 4.476 0.843 -0.83
C -4.551 4.258 2.077 -0.44
C -6.035 3.694 1.570 0.23
N -6.310 2.197 1.486 -0.41
O -6.975 4.595 1.191 -0.54
H -0.428 -4.553 -0.512 0.18
H -2.248 -3.910 0.187 0.22
H -2.630 -4.740 -2.678 0.12
H -0.880 -0.102 -2.875 0.15
H 0.317 -0.958 -1.558 -0.11
H 2.312 -0.572 -2.873 0.26
H 1.363 -0.441 -4.545 -0.11
H 1.970 1.891 -4.262 0.33
H 0.223 1.953 -3.541 0.10
H 3.006 2.592 -2.287 0.38
H 2.301 1.187 -1.246 -0.01
H 1.851 3.778 -0.418 0.23
H 0.877 4.071 -2.005 0.34
H -0.154 1.539 -0.399 -0.47
H 0.001 2.969 0.820 0.28
H -3.835 1.308 1.253 0.51
H -2.143 0.910 0.482 0.17
H -2.752 1.611 3.360 0.32
H -1.781 3.093 2.717 0.44
H -1.016 -0.066 3.138 0.49
H -0.031 0.806 1.735 -0.20
H 4.815 0.374 2.191 0.25
H 3.361 1.278 1.401 0.16
H 3.705 -1.321 0.685 0.32
H 1.925 -0.760 1.022 -0.13
H 1.009 -1.233 2.983 -0.08
H 1.589 -2.480 4.272 -0.73
H 3.778 -0.947 4.783 0.27
H 2.144 -0.191 5.355 0.34
H -2.595 5.212 1.144 0.31
H -4.086 5.065 -0.004 0.44
H -4.774 5.348 2.509 0.41
H -4.140 3.637 2.980 0.23
H -6.753 1.941 0.565 0.27
H -6.869 1.852 2.297 0.26
C 1.244 -4.176 7.240 0.59
Cl 0.547 -3.534 5.747 -0.25
Cl 2.687 -3.267 7.709 -0.17
H 0.503 -4.104 8.039 0.08
H 1.518 -5.222 7.084 -0.36
C -3.963 -6.412 -5.345 -0.31
Cl -2.826 -7.132 -6.492 -0.15
Cl -3.123 -5.806 -3.913 -0.07
H -4.480 -5.581 -5.832 0.26
H -4.688 -7.170 -5.039 0.30
C 0.617 8.144 -1.436 -0.28
Cl 2.113 8.374 -2.349 -0.16
Cl 0.805 6.880 -0.215 -0.09
H 0.355 9.082 -0.940 0.33
H -0.181 7.857 -2.126 0.20
C 3.327 -2.139 -6.604 -0.41
Cl 2.297 -0.913 -7.352 -0.17
Cl 4.382 -1.423 -5.379 -0.13
H 2.695 -2.895 -6.131 0.28
H 3.944 -2.605 -7.376 0.41
C 1.830 -5.068 -3.306 0.23
Cl 2.227 -5.681 -1.697 -0.17
Cl 3.062 -3.936 -3.878 -0.12
H 1.768 -5.908 -4.002 0.34
H 0.867 -4.553 -3.263 -0.29
C 3.923 -7.132 6.178 -0.23
Cl 2.713 -6.963 7.456 -0.13
Cl 5.430 -7.803 6.813 -0.16
H 3.533 -7.800 5.406 0.30
H 4.124 -6.148 5.747 0.24
C 5.905 0.774 -8.317 0.26
Cl 7.042 0.054 -9.464 -0.16
Cl 6.746 1.380 -6.884 -0.15
H 5.388 1.605 -8.804 0.26
H 5.181 0.016 -8.011 -0.22
C -6.682 2.906 -5.959 -0.01
Cl -5.639 2.798 -7.382 -0.16
Cl -8.307 3.443 -6.400 -0.18
H -6.748 1.921 -5.490 0.22
H -6.250 3.621 -5.254 0.12
C -0.960 -6.179 10.445 -0.30
Cl -1.658 -5.538 8.953 -0.11
Cl 0.482 -5.271 10.915 -0.14
H -1.702 -6.107 11.245 0.32
H -0.686 -7.225 10.289 0.26
C -1.715 -6.584 4.786 -0.19
Cl -1.453 -6.075 3.113 -0.10
Cl -0.486 -7.748 5.296 -0.14
H -1.667 -5.707 5.436 0.10
H -2.701 -7.049 4.866 0.34
C 5.130 10.910 -1.686 0.01
Cl 4.594 11.947 -0.359 -0.15
Cl 6.854 10.543 -1.550 -0.15
H 4.564 9.975 -1.658 0.03
H 4.949 11.422 -2.634 0.26
```

Properties
Total charge = 0
Orbital gap = 6.8 eV
Electronic energy = -375007.38988 eV
Max |F| = 9.2 eV/A


2.
Entry from OMol25: 2 unconnected molecules or ions with the total composition C6H9Cl at a distorted geometry (ωB97M-V with the def2-TZVPD basis set).

Structure (XYZ):
```
16
Properties=species:S:1:pos:R:3:mulliken_charge:R:1
C 3.752 -0.117 -0.233 -0.23
C 2.575 -0.086 -0.438 -0.57
C -0.492 0.022 1.440 -1.45
C -2.017 0.394 -0.532 -1.46
C 0.208 -0.528 -0.903 -0.24
C -0.561 0.404 -0.033 0.64
Cl 0.084 -2.200 -0.655 -0.07
H 4.775 0.001 -0.003 0.40
H -1.108 0.695 2.034 0.40
H 0.535 0.079 1.793 0.36
H -0.851 -0.995 1.587 0.39
H -2.068 0.668 -1.583 0.38
H -2.440 -0.601 -0.406 0.35
H -2.609 1.105 0.038 0.42
H 0.366 -0.250 -1.935 0.45
H -0.150 1.409 -0.172 0.24
```

Properties
Total charge = 0
Orbital gap = 8.6 eV
Electronic energy = -18885.15586 eV
Max |F| = 4.4 eV/A


3.
Entry from OMol25: a single C5H8O2 molecule (ωB97M-V with the def2-TZVPD basis set).

Structure (XYZ):
```
15
Properties=species:S:1:pos:R:3:mulliken_charge:R:1
C -1.623 -0.538 -0.162 -1.60
C -0.379 0.331 -0.096 1.67
O -0.674 1.699 -0.302 -0.60
C 0.558 0.172 1.128 -1.03
C 1.733 -0.290 0.223 -0.32
C 0.794 -0.164 -0.975 -0.16
O 0.893 -0.367 -2.156 -0.56
H -2.369 -0.179 0.555 0.37
H -2.053 -0.495 -1.171 0.39
H -1.396 -1.587 0.057 0.38
H -1.126 1.775 -1.153 0.35
H 0.722 1.126 1.635 0.29
H 0.223 -0.575 1.853 0.30
H 2.585 0.395 0.173 0.26
H 2.112 -1.304 0.391 0.25
```

Properties
Total charge = 0
Orbital gap = 10.2 eV
SMILES string = C[C@@]1(O)CCC1=O
Electronic energy = -9408.83090 eV
Max |F| = 0.7 eV/A


4.
Entry from OMol25: a molecular structure, C32H23GaN4O5 at a distorted geometry (ωB97M-V with the def2-TZVPD basis set).

Structure (XYZ):
```
65
Properties=species:S:1:pos:R:3:mulliken_charge:R:1
Ga 0.072 1.216 1.318 0.38
C -3.901 -0.105 2.617 -1.17
C -2.801 0.709 2.355 0.11
N -1.654 0.182 2.047 0.23
C -1.461 -1.151 1.932 1.16
C -2.503 -2.048 2.134 0.11
C -3.730 -1.457 2.441 -0.45
C -2.250 -3.483 2.090 -0.96
C -1.009 -3.891 1.810 -1.24
C 0.072 -2.978 1.577 -1.23
C -0.095 -1.607 1.677 1.34
N 0.845 -0.598 1.503 0.52
C 2.195 -0.701 1.760 0.51
C 3.015 -1.807 1.672 -0.92
C 4.399 -1.760 1.956 -0.96
C 5.007 -0.585 2.357 -0.96
C 4.181 0.577 2.502 0.78
C 4.647 1.812 2.996 -0.61
C 3.848 2.894 3.001 -0.99
C 2.507 2.749 2.600 0.11
N 1.988 1.598 2.271 -0.06
C 2.805 0.508 2.257 0.44
H -4.861 0.288 2.902 0.43
H -2.890 1.789 2.306 0.46
H -4.601 -2.076 2.626 0.42
H -3.102 -4.133 2.266 0.43
H -0.853 -4.951 1.771 0.41
H 0.982 -3.478 1.345 0.19
H 2.680 -2.685 1.192 0.36
H 4.971 -2.665 1.861 0.42
H 6.064 -0.440 2.556 0.39
H 5.679 1.908 3.285 0.43
H 4.154 3.830 3.350 0.45
H 1.850 3.607 2.617 0.46
O -0.858 0.287 -0.525 -0.09
C -0.400 0.709 -1.803 2.74
C 0.746 1.717 -1.482 0.26
O 1.361 2.250 -2.374 -0.71
O 0.910 1.983 -0.210 -0.32
C -1.549 1.405 -2.483 -1.36
C -2.819 1.366 -1.965 0.01
C -3.859 1.941 -2.647 -0.87
C -3.680 2.564 -3.881 -0.48
C -2.383 2.742 -4.383 -0.99
C -1.340 2.131 -3.666 -0.02
C 0.130 -0.474 -2.603 -0.80
C -0.607 -1.045 -3.639 -0.47
C -0.181 -2.243 -4.182 -0.81
C 1.011 -2.830 -3.772 -0.48
C 1.754 -2.269 -2.743 -0.96
C 1.250 -1.116 -2.141 0.42
H -0.691 -0.641 -0.445 0.34
H -3.009 0.963 -1.010 0.50
H -4.887 1.794 -2.296 0.36
H -4.541 2.949 -4.405 0.39
H -2.234 3.217 -5.315 0.45
H -0.324 2.245 -4.033 0.47
H -1.534 -0.612 -4.022 0.34
H -0.751 -2.702 -5.001 0.37
H 1.369 -3.669 -4.384 0.34
H 2.692 -2.659 -2.388 0.49
H 1.843 -0.596 -1.412 0.31
O -0.447 2.877 2.168 -0.34
N -1.339 3.607 1.509 0.10
O -1.880 3.044 0.583 -0.23
```

Properties
Total charge = 0
Orbital gap = 7.3 eV
Electronic energy = -102132.61655 eV
Max |F| = 2.5 eV/A


How do the records compare in E_HOMO? In the order shown, they have -0.3041; -0.3441; -0.3415; -0.2838 hartree.